(1)
The following is a DFT calculation (ωB97M-V/def2-TZVPD) of a molecular structure, C41H39AuClN9OS.

Computed properties:
⟨S²⟩ ... 2.02
Net charge ... +2
Multiplicity ... 3
HOMO level (spin up / spin down) ... -0.4538 / -0.4689 hartree
Calculated total energy ... -85644.6669 eV

Each line ends with the natural charge from an NBO analysis.
CARTESIAN COORDINATES (ANGSTROEM)
Au (0.510, -2.080, -1.838)  1.2151
Cl (-6.005, 4.553, -0.865)  0.2353
S (0.387, -6.319, 0.078)  0.5158
O (-1.273, 1.562, 5.138)  -0.7251
N (2.753, -2.102, -2.145)  -0.5333
N (2.944, 0.295, -1.875)  -0.4973
N (0.578, -0.066, -2.263)  -0.6816
N (0.478, -0.384, 2.630)  -0.1738
N (1.774, -0.758, 2.629)  -0.2509
N (0.453, -4.173, -1.311)  -0.5671
N (-1.714, -1.953, -2.249)  -0.5333
N (0.850, -1.156, 0.625)  -0.5635
N (-1.779, 0.468, -2.142)  -0.5695
C (0.317, 4.013, 4.515)  -0.6100
C (0.804, 2.569, 4.324)  -0.0960
C (0.433, -6.226, -4.391)  -0.1703
C (-2.364, -0.776, -2.305)  0.3678
C (-4.542, 4.033, -0.244)  0.0806
C (-0.520, 0.741, -2.144)  0.4666
C (2.084, 3.208, -1.569)  -0.1440
C (0.434, -4.624, -0.092)  -0.0943
C (3.477, -0.975, -2.023)  0.3512
C (-3.749, -0.757, -2.524)  -0.2414
C (1.328, 2.075, -1.802)  -0.0930
C (3.387, -3.276, -2.297)  0.0536
C (0.373, -7.640, -2.423)  -0.1947
C (-3.033, 2.237, 0.230)  -0.1104
C (-1.383, 2.226, 2.908)  -0.4292
C (0.395, -6.480, -1.648)  -0.2465
C (1.468, 2.113, 5.632)  -0.6157
C (1.897, 2.575, 3.245)  -0.6183
C (-0.161, 0.135, 3.829)  -0.2634
C (-4.448, -1.928, -2.694)  -0.1333
C (-2.118, 3.171, 0.801)  0.2474
C (-3.760, -3.135, -2.637)  -0.2457
C (0.392, -7.495, -3.793)  -0.1824
C (-4.224, 2.650, -0.277)  -0.2230
C (4.756, -3.395, -2.329)  -0.2507
C (1.410, 4.423, -1.493)  -0.1933
C (4.875, -1.034, -2.030)  -0.2172
C (0.455, -5.079, -3.628)  -0.2550
C (5.518, -2.240, -2.184)  -0.1297
C (-0.723, 3.337, -1.902)  -0.2079
C (-2.455, 4.555, 0.805)  -0.1923
C (0.435, -5.216, -2.238)  0.1540
C (1.726, 0.659, -1.988)  0.4717
C (-0.064, -0.672, 1.444)  0.1786
C (-0.045, 2.132, -1.941)  -0.0295
C (-0.901, 2.698, 1.505)  -0.5011
C (-0.424, 1.656, 3.994)  0.3704
C (-2.405, -3.094, -2.415)  0.0519
C (1.961, -1.202, 1.410)  0.1371
C (-3.640, 4.987, 0.298)  -0.1913
C (0.028, 4.488, -1.672)  -0.2038
H (3.159, 3.146, -1.467)  0.2467
H (-0.199, 3.522, 1.601)  0.2432
H (0.450, -6.147, -5.469)  0.2377
H (0.345, -8.618, -1.964)  0.2441
H (-1.362, 2.428, 5.552)  0.4806
H (-1.787, 3.379, -2.093)  0.2249
H (5.414, -0.104, -1.923)  0.2478
H (2.758, -4.149, -2.406)  0.2069
H (0.379, -8.376, -4.419)  0.2414
H (-4.229, 0.209, -2.586)  0.2276
H (1.527, 2.745, 2.234)  0.1943
H (-0.460, 5.455, -1.665)  0.2254
H (1.957, 1.145, 5.519)  0.2171
H (-0.482, 4.109, 5.256)  0.1981
H (-0.031, 4.464, 3.584)  0.1918
H (5.212, -4.365, -2.462)  0.2432
H (-1.830, -4.008, -2.377)  0.2072
H (-2.179, 1.485, 2.790)  0.2132
H (2.462, 1.651, 3.246)  0.2331
H (2.243, 2.829, 5.905)  0.2259
H (-3.913, 6.034, 0.302)  0.2643
H (-0.420, 1.901, 0.935)  0.2500
H (-4.927, 1.955, -0.713)  0.2564
H (-2.767, 1.189, 0.187)  0.2393
H (-4.259, -4.083, -2.771)  0.2433
H (0.427, -0.214, 4.672)  0.2591
H (-1.756, 5.264, 1.233)  0.2507
H (1.144, 4.625, 4.876)  0.2390
H (-1.862, 3.089, 3.377)  0.2232
H (-1.101, -0.500, 1.199)  0.2070
H (2.598, 3.381, 3.468)  0.2278
H (6.599, -2.286, -2.196)  0.2413
H (2.922, -1.548, 1.061)  0.2179
H (0.489, -4.095, -4.080)  0.2379
H (1.968, 5.334, -1.327)  0.2354
H (-1.140, -0.338, 3.900)  0.2288
H (-5.515, -1.909, -2.876)  0.2384
H (0.764, 2.048, 6.460)  0.2242
H (0.455, -3.971, 0.769)  0.2476

=====

(2)
The following is a DFT calculation (ωB97M-V/def2-TZVPD) of a molecular structure, ArH20O10.

Computed properties:
Energy above the lowest of the compared OMol25 structures with the same formula, charge and spin ... 0.607 eV
Multiplicity ... 1
HOMO level ... -0.3724 hartree
Calculated total energy ... -35154.3120 eV

Each line ends with the natural charge from an NBO analysis.
CARTESIAN COORDINATES (ANGSTROEM)
Ar (0.383, 0.308, 0.498)  -0.0002
O (1.243, 2.986, 2.565)  -0.9501
O (-1.151, -1.914, 3.665)  -0.9342
O (-0.116, -2.544, -0.731)  -0.9804
O (0.205, 3.711, 0.237)  -0.9721
O (1.745, -2.994, 1.497)  -0.9431
O (1.904, -1.411, -2.525)  -0.9415
O (-0.507, 2.195, -1.994)  -0.9863
O (-3.556, 0.478, 1.357)  -0.9694
O (-2.574, -0.656, -0.957)  -0.9603
O (0.966, 0.710, -3.976)  -0.9805
H (-0.252, -1.663, 3.879)  0.4665
H (0.436, -2.538, 0.051)  0.4807
H (-1.425, 2.453, -2.076)  0.4727
H (-0.242, 2.519, -1.133)  0.5016
H (-2.327, 0.209, -1.283)  0.4771
H (1.371, -3.767, 1.920)  0.4816
H (-3.455, -0.125, 2.093)  0.4632
H (2.594, -1.550, -1.877)  0.4844
H (1.323, -0.052, -3.520)  0.4715
H (-1.899, -1.243, -1.298)  0.4983
H (0.766, 1.334, -3.279)  0.4873
H (0.462, -2.246, -1.434)  0.4763
H (0.696, 3.438, 1.012)  0.4976
H (0.980, 3.636, 3.216)  0.4856
H (2.287, -3.345, 0.791)  0.4740
H (0.778, 4.341, -0.200)  0.4703
H (1.885, -2.222, -3.033)  0.4853
H (-1.077, -2.388, 2.837)  0.4683
H (1.682, 2.303, 3.072)  0.4886
H (-3.124, 0.038, 0.625)  0.4873

=====

(3)
The following is a DFT calculation (ωB97M-V/def2-TZVPD) of a molecular structure, C24H34F4N4PdSeSi in a non-equilibrium geometry.

Computed properties:
Multiplicity ... 1
HOMO level (spin up / spin down) ... -0.2479 / -0.2479 hartree
Calculated total energy ... -118972.3708 eV

Each line ends with the natural charge from an NBO analysis.
CARTESIAN COORDINATES (ANGSTROEM)
Pd (0.187, 0.347, 0.615)  0.5609
Se (1.017, -2.178, 0.642)  -0.0754
Si (2.346, 1.172, 2.412)  1.5445
F (-2.118, 5.847, 2.026)  -0.3136
F (0.611, 2.409, -1.209)  -0.3282
F (1.396, 5.076, -1.002)  -0.3159
F (-3.018, 3.350, 1.726)  -0.3307
N (1.914, -2.583, -2.030)  -0.3815
N (-2.157, -1.377, 0.181)  -0.4796
N (0.413, -0.989, -1.828)  -0.5462
N (-1.527, 1.518, -0.067)  -0.7908
C (-0.056, 3.304, -0.426)  0.2410
C (-1.212, 2.782, 0.225)  0.0835
C (-1.451, 5.013, 1.207)  0.3508
C (-2.047, -3.926, 0.239)  -0.6281
C (-1.905, 3.719, 1.045)  0.2521
C (0.952, -0.570, -5.467)  -0.2059
C (2.374, 0.729, 0.587)  -0.8539
C (-3.051, -0.357, -0.372)  -0.2075
C (0.345, 4.611, -0.304)  0.3550
C (2.815, -3.644, -1.690)  -0.4135
C (1.128, -1.918, -1.152)  0.2746
C (1.726, -2.043, -3.285)  0.1694
C (1.464, 2.869, 2.586)  -1.0937
C (0.362, -0.279, -4.249)  -0.2042
C (0.765, -1.022, -3.154)  0.1024
C (2.309, -2.333, -4.507)  -0.2420
C (-2.563, -2.655, -0.421)  -0.2128
C (-0.338, 5.490, 0.534)  -0.4146
C (-2.859, 1.049, 0.194)  -0.2416
C (-3.490, -1.561, 2.354)  -0.6448
C (1.261, -0.012, 3.490)  -1.0840
C (1.908, -1.574, -5.593)  -0.2121
C (4.127, 1.150, 3.114)  -1.0861
C (-2.144, -1.390, 1.648)  -0.2287
H (-4.180, -0.763, 2.095)  0.2093
H (-0.961, -3.955, 0.279)  0.2172
H (-2.436, -4.041, 1.247)  0.2036
H (2.568, 1.534, -0.119)  0.2259
H (0.197, 0.113, 3.244)  0.2279
H (-0.200, -0.315, -1.321)  0.4673
H (2.586, -4.535, -2.276)  0.2148
H (4.755, 1.880, 2.614)  0.2344
H (4.152, 1.368, 4.175)  0.2358
H (3.052, -3.111, -4.595)  0.2218
H (-3.665, -2.728, -0.442)  0.1680
H (-2.214, -2.642, -1.463)  0.1919
H (-2.387, -4.774, -0.352)  0.2154
H (1.602, 3.308, 3.569)  0.2363
H (4.575, 0.172, 2.969)  0.2319
H (-3.127, 1.080, 1.257)  0.1821
H (0.671, 0.000, -6.338)  0.2226
H (2.694, -3.864, -0.628)  0.2464
H (-3.574, 1.700, -0.334)  0.1940
H (-3.952, -2.513, 2.103)  0.2028
H (0.391, 2.736, 2.436)  0.2379
H (2.354, -1.764, -6.557)  0.2207
H (3.846, -3.345, -1.880)  0.2155
H (-1.678, -0.439, 1.972)  0.1950
H (-0.375, 0.499, -4.156)  0.2348
H (-1.472, -2.195, 1.957)  0.2106
H (-3.342, -1.529, 3.431)  0.2196
H (2.931, -0.168, 0.321)  0.2102
H (-4.104, -0.640, -0.207)  0.1704
H (-0.014, 6.508, 0.655)  0.2424
H (1.818, 3.585, 1.850)  0.2364
H (1.378, 0.197, 4.551)  0.2370
H (1.516, -1.059, 3.327)  0.2265
H (-2.889, -0.328, -1.456)  0.1948

=====

(4)
The following is a DFT calculation (ωB97M-V/def2-TZVPD) of a molecular structure, C18H23IrN2O6SSeSi in a non-equilibrium geometry.

Computed properties:
Energy above the lowest of the compared OMol25 structures with the same formula, charge and spin ... 3.074 eV
Multiplicity ... 1
HOMO level (spin up / spin down) ... -0.2613 / -0.2603 hartree
Calculated total energy ... -121201.9094 eV

Each line ends with the natural charge from an NBO analysis.
CARTESIAN COORDINATES (ANGSTROEM)
Ir (-0.322, -0.454, -0.749)  0.9917
Se (-1.066, -2.716, -0.196)  -0.6306
S (2.469, -0.066, 1.700)  2.3108
Si (-2.015, -2.397, 1.861)  1.4978
O (2.099, 1.265, 2.109)  -0.9409
O (-2.896, -0.534, -1.841)  -0.6894
O (-0.713, 0.367, -3.445)  -0.5747
O (1.793, -1.111, -1.749)  -0.6069
O (0.642, 1.732, -2.262)  -0.6403
O (2.505, -1.097, 2.692)  -0.9094
N (1.589, -0.508, 0.390)  -0.8830
N (-1.528, 1.077, 0.049)  -0.4283
C (-2.584, 1.570, -0.620)  0.2124
C (-2.871, 2.923, -0.592)  -0.2471
C (4.834, -0.627, -1.370)  -0.1514
C (6.315, 0.188, 0.365)  -0.1843
C (3.794, -0.524, -0.470)  -0.1550
C (-2.045, -4.097, 2.589)  -1.1405
C (-3.523, 0.608, -1.317)  -0.1044
C (-0.418, 1.122, -4.640)  -0.2696
C (2.343, -0.771, -0.688)  0.6483
C (-3.710, -1.694, 1.561)  -1.1358
C (-2.074, 3.781, 0.144)  -0.1282
C (-1.114, -1.243, 2.983)  -1.1470
C (5.264, 0.290, 1.272)  -0.2089
C (-1.022, 3.263, 0.870)  -0.2365
C (4.010, -0.074, 0.820)  -0.2172
C (-0.778, 1.906, 0.798)  0.0809
C (6.105, -0.266, -0.937)  -0.1976
C (-0.076, 0.771, -2.307)  0.5815
H (0.046, 1.461, 1.341)  0.2525
H (-0.073, 2.117, -4.382)  0.2128
H (-4.328, -1.694, 2.469)  0.2346
H (-1.698, -1.139, 3.906)  0.2375
H (-1.340, 1.165, -5.212)  0.1848
H (-0.375, 3.886, 1.472)  0.2405
H (-1.015, -4.390, 2.814)  0.2462
H (-4.082, 1.153, -2.080)  0.1848
H (-3.721, 3.292, -1.153)  0.2275
H (-2.280, 4.845, 0.153)  0.2266
H (-2.459, -4.821, 1.885)  0.2446
H (6.944, -0.334, -1.619)  0.2221
H (4.649, -0.972, -2.380)  0.2374
H (-4.232, -2.244, 0.776)  0.2452
H (-4.243, 0.255, -0.577)  0.2138
H (0.348, 0.597, -5.206)  0.1933
H (-0.118, -1.609, 3.241)  0.2632
H (5.422, 0.641, 2.284)  0.2371
H (-3.588, -0.654, 1.238)  0.2176
H (-1.005, -0.247, 2.541)  0.2250
H (7.313, 0.475, 0.675)  0.2224
H (-2.626, -4.136, 3.518)  0.2306
H (-2.546, -0.333, -2.722)  0.5037

=====

(5)
The following is a DFT calculation (ωB97M-V/def2-TZVPD) of a single C3H4O molecule in a non-equilibrium geometry.

Computed properties:
Energy above the lowest of the compared OMol25 structures with the same formula, charge and spin ... 4.172 eV
Multiplicity ... 1
HOMO level (spin up / spin down) ... -0.3095 / -0.3191 hartree
Calculated total energy ... -5217.9644 eV

Each line ends with the natural charge from an NBO analysis.
CARTESIAN COORDINATES (ANGSTROEM)
O (1.075, 0.924, -0.926)  -0.6708
C (-0.339, -0.391, 0.624)  -0.5038
C (0.611, 0.644, 0.310)  0.2697
C (-1.274, -1.369, -0.048)  -0.0943
H (-0.453, -0.374, 1.654)  0.2040
H (1.257, 1.024, 1.133)  0.1986
H (0.726, 0.424, -1.744)  0.5128
H (-1.604, -0.882, -1.005)  0.0839

=====

(6)
The following is a DFT calculation (ωB97M-V/def2-TZVPD) of 3 unconnected molecules or ions with the total composition C20H17F3N4O5 in a non-equilibrium geometry.

Computed properties:
Multiplicity ... 1
HOMO level ... -0.3684 hartree
Calculated total energy ... -45359.2902 eV

Each line ends with the natural charge from an NBO analysis.
CARTESIAN COORDINATES (ANGSTROEM)
F (-4.397, -2.221, -0.639)  -0.3187
F (-3.999, -3.337, -2.393)  -0.3237
F (-5.811, -3.650, -1.345)  -0.3051
O (-1.748, 1.891, 2.789)  -0.3875
O (4.877, 1.555, 1.576)  -0.3779
O (-3.988, -4.391, -0.467)  -0.5019
O (-3.830, 2.406, 2.693)  -0.3725
O (2.990, 0.879, 0.808)  -0.3820
N (4.201, 0.946, 0.775)  0.5216
N (0.827, -1.953, -2.078)  -0.3138
N (-2.662, 2.619, 2.452)  0.5202
N (-0.004, -5.808, -0.279)  -0.2929
C (6.195, -1.103, -2.326)  -0.1777
C (-1.712, -0.883, 1.452)  -0.3330
C (4.151, -0.440, -1.255)  -0.2089
C (-3.002, 5.845, 0.624)  -0.2097
C (-4.528, -3.405, -1.191)  1.1588
C (-2.827, -4.058, 0.289)  -0.0707
C (-1.612, -1.292, 0.210)  -0.1980
C (-0.786, -2.513, -0.097)  -0.3481
C (-0.693, -4.893, -0.496)  0.2753
C (-2.321, 3.829, 1.696)  0.0790
C (-3.332, 4.696, 1.322)  -0.2099
C (4.896, 0.242, -0.311)  0.0784
C (-0.676, 5.224, 0.685)  -0.2068
C (6.928, -0.407, -1.373)  -0.2120
C (0.127, -2.159, -1.168)  0.3006
C (6.278, 0.273, -0.358)  -0.2127
C (-1.593, -3.750, -0.573)  -0.3524
C (-0.996, 4.074, 1.385)  -0.2064
C (4.808, -1.117, -2.269)  -0.2056
C (-1.676, 6.111, 0.308)  -0.1748
H (-3.779, 6.536, 0.329)  0.2234
H (-2.175, 0.044, 1.733)  0.2255
H (-3.017, -3.281, 1.009)  0.2149
H (4.236, -1.656, -3.010)  0.2310
H (-2.121, -0.791, -0.586)  0.2209
H (-1.421, 7.012, -0.233)  0.2209
H (0.355, 5.431, 0.435)  0.2264
H (-4.362, 4.486, 1.569)  0.2485
H (-1.334, -1.507, 2.239)  0.1884
H (-2.607, -4.939, 0.863)  0.2232
H (-0.220, 3.383, 1.681)  0.2559
H (6.707, -1.638, -3.115)  0.2191
H (6.845, 0.815, 0.384)  0.2470
H (3.072, -0.455, -1.209)  0.2578
H (-1.828, -3.634, -1.622)  0.2811
H (8.008, -0.397, -1.421)  0.2211
H (-0.209, -2.778, 0.772)  0.2636